Record 1
{
  "formula": "C4H16NO2S",
  "method": "wB97M-V/def2-TZVPD",
  "total_charge": 1,
  "gap_ev": 8.733,
  "homo_ev": -11.7,
  "total_energy_ev": -20822.1070,
  "de_lowest_kcal_mol": 3.1,
  "species": ["H", "H", "C", "C", "O", "H", "H", "H", "C", "H", "H", "C", "O", "H", "H", "H", "S", "H", "H", "H", "H", "N", "H", "H"],
  "xyz": [[1.582, 1.183, -2.002], [-3.808, 0.856, 3.236], [0.984, 1.005, 0.070], [3.884, -0.331, -1.547], [-3.377, 0.187, 2.681], [-2.707, -2.007, -1.555], [0.470, 1.978, 0.000], [0.482, 0.314, 2.039], [0.256, 0.049, 1.010], [-3.806, -1.189, -0.907], [-1.706, 0.426, 1.674], [1.184, 0.424, -1.327], [-2.846, -1.191, -1.057], [1.921, 1.253, 0.551], [4.361, -0.327, -0.577], [0.582, -0.969, 0.804], [2.211, -1.070, -1.371], [3.768, 0.684, -1.912], [-3.726, -0.675, 2.975], [0.218, 0.171, -1.760], [-1.452, 0.774, 0.065], [-1.249, 0.120, 0.815], [4.384, -0.912, -2.313], [-1.611, -0.752, 0.407]],
  "forces_ev_per_angstrom": [[0.17, -0.08, 0.05], [0.09, -0.31, -0.15], [-0.21, 0.19, 0.07], [-0.93, -0.10, 0.05], [-0.20, -0.22, 0.25], [0.13, 0.08, -0.07], [-0.12, -0.25, 0.08], [-0.22, -0.18, 0.07], [0.19, 0.47, -0.24], [0.36, 0.15, -0.02], [-0.71, -0.43, 0.01], [0.00, 0.16, 0.04], [-0.43, -0.32, 0.10], [0.44, -0.10, -0.10], [0.40, -0.09, -0.09], [-0.04, -0.01, 0.19], [0.07, 0.30, -0.27], [0.05, 0.11, -0.03], [0.16, 0.59, -0.07], [-0.17, -0.23, -0.05], [-0.13, 0.41, 0.07], [1.23, -0.08, -0.68], [0.33, -0.07, 0.22], [-0.48, 0.03, 0.56]],
  "lowdin_charge": [0.082, 0.071, -0.251, -0.357, -0.055, 0.070, 0.124, 0.130, -0.147, 0.075, 0.111, -0.513, -0.047, 0.114, 0.030, 0.097, 0.813, 0.034, 0.074, 0.065, 0.146, 0.179, 0.032, 0.119]
}

Record 2
{
  "formula": "C4H16NO3",
  "method": "wB97M-V/def2-TZVPD",
  "spin_multiplicity": 2,
  "gap_ev": [2.619, 11.049],
  "homo_ev": [-2.3, -10.8],
  "s2": 0.75,
  "total_energy_ev": -12036.1757,
  "de_lowest_kcal_mol": 39.8,
  "species": ["C", "H", "H", "H", "H", "H", "H", "H", "C", "H", "H", "C", "H", "O", "O", "H", "N", "H", "C", "H", "H", "H", "H", "O"],
  "xyz": [[-1.021, 0.092, -1.770], [-1.707, -1.680, -2.256], [-0.404, 0.446, -2.589], [1.334, 0.647, 1.796], [1.514, 0.501, -0.560], [-0.766, 1.483, 3.413], [-1.199, 0.174, 0.357], [1.920, -1.032, 1.355], [-0.338, 2.070, -0.301], [-0.648, 2.362, 0.707], [1.149, -3.564, -0.680], [1.141, -0.273, 1.263], [2.359, -2.739, -1.203], [-1.120, 0.884, 2.747], [1.499, -2.669, -0.748], [-1.942, 0.506, 3.072], [0.788, -0.119, -0.159], [-0.982, 2.645, -0.967], [-0.552, 0.572, -0.411], [0.671, 2.459, -0.389], [0.935, -1.034, -0.647], [-2.013, 0.429, -2.080], [0.363, -0.823, 1.781], [-0.980, -1.335, -1.730]],
  "forces_ev_per_angstrom": [[-0.19, -0.59, -0.54], [0.10, -0.09, -0.03], [0.62, 0.19, 0.05], [0.17, 0.21, -0.31], [0.19, -0.14, -0.31], [-0.28, -0.10, 0.14], [-0.27, 0.16, 0.07], [0.69, 0.68, -0.37], [-0.94, 0.68, 1.08], [0.01, 0.08, -0.03], [-0.14, -0.22, -0.04], [-0.23, -1.90, 0.66], [-0.05, -0.01, 0.06], [0.03, 0.02, -0.25], [0.42, 0.21, -0.05], [0.03, 0.19, 0.29], [0.18, 0.92, 0.09], [0.01, -0.19, -0.22], [1.08, -0.45, -0.77], [0.24, -0.40, -0.41], [-0.56, -0.07, 0.29], [-0.20, 0.24, 0.70], [-0.61, 0.41, -0.13], [-0.32, 0.17, -0.01]],
  "mulliken_spin": [0.748, 0.056, -0.100, -0.239, -0.233, 0.034, -0.006, -0.068, 0.424, 0.011, 0.043, 0.891, 0.074, -0.198, -0.193, 0.052, 0.237, 0.049, -0.426, -0.300, 0.209, 0.113, 0.031, -0.211]
}

Record 3
{
  "formula": "C4H16NO3",
  "method": "wB97M-V/def2-TZVPD",
  "total_charge": 1,
  "gap_ev": 11.889,
  "homo_ev": -14.4,
  "total_energy_ev": -12034.4230,
  "de_lowest_kcal_mol": 4.8,
  "species": ["C", "H", "C", "H", "N", "H", "H", "H", "H", "O", "O", "O", "H", "H", "H", "C", "H", "H", "H", "H", "H", "C", "H", "H"],
  "xyz": [[0.102, 0.931, -0.327], [-2.708, -2.981, -1.120], [0.667, 0.594, -1.707], [0.434, -3.116, 1.034], [0.937, 0.280, 0.729], [-0.475, 2.694, 0.752], [-0.569, -2.507, 0.003], [0.969, -0.740, 0.517], [-0.887, 0.476, -0.242], [0.980, -0.767, -1.777], [-2.475, -2.285, -0.494], [0.157, -2.288, 0.611], [1.873, 0.675, 0.708], [1.083, 2.833, 0.002], [-0.439, 2.956, -0.944], [0.390, 0.411, 2.115], [0.996, -0.184, 2.779], [1.524, 1.237, -1.885], [-0.647, 0.081, 2.114], [-0.137, 0.889, -2.383], [1.014, -1.033, -2.701], [0.067, 2.440, -0.144], [-3.310, -2.035, -0.084], [0.456, 1.440, 2.445]],
  "forces_ev_per_angstrom": [[0.00, 0.09, -0.57], [-0.06, 0.07, 0.00], [-0.62, 0.50, 0.53], [-0.15, 0.31, -0.21], [-0.25, 0.01, 0.34], [-0.27, 0.12, 0.35], [-0.03, 0.15, 0.26], [-0.01, -0.01, -0.09], [0.05, 0.02, 0.12], [-0.02, -0.20, -0.11], [0.05, -0.11, -0.21], [0.17, -0.49, 0.24], [0.19, -0.09, -0.12], [-0.19, 0.00, -0.36], [0.04, 0.01, -0.48], [-0.03, 0.29, -0.19], [0.04, -0.34, 0.13], [0.39, 0.07, -0.22], [0.16, -0.09, 0.01], [0.13, -0.05, -0.32], [0.10, -0.10, 0.04], [0.33, -0.28, 0.88], [0.04, -0.02, 0.07], [-0.06, 0.14, -0.10]],
  "lowdin_charge": [-0.319, 0.063, -0.220, 0.085, 0.019, 0.077, 0.030, 0.110, 0.157, -0.032, -0.044, -0.047, 0.182, 0.105, 0.096, 0.009, 0.103, 0.130, 0.110, 0.140, 0.113, -0.025, 0.060, 0.095]
}

Record 4
{
  "formula": "C4H16NO3",
  "method": "wB97M-V/def2-TZVPD",
  "total_charge": 1,
  "gap_ev": 11.112,
  "homo_ev": -14.4,
  "total_energy_ev": -12031.8480,
  "de_lowest_kcal_mol": 64.2,
  "species": ["N", "H", "H", "H", "H", "H", "C", "H", "H", "C", "C", "H", "O", "H", "H", "H", "O", "C", "H", "H", "H", "H", "H", "O"],
  "xyz": [[0.030, -0.503, 0.989], [0.083, -1.563, 0.649], [-3.592, 0.381, -3.564], [-0.814, 0.052, 1.010], [2.026, -0.228, -4.111], [-4.854, -0.288, -2.975], [1.302, 1.664, 1.142], [1.760, -0.019, -0.430], [0.627, 1.500, 3.228], [0.575, -0.458, 2.376], [0.920, 0.477, 0.102], [0.152, 0.788, -0.737], [-3.906, -0.441, -3.206], [2.218, 1.047, 2.968], [-2.480, -1.319, -0.798], [1.471, -1.033, 2.601], [-1.600, -1.542, -0.408], [1.216, 1.064, 2.526], [-0.111, -0.516, 3.280], [0.604, 2.595, 0.994], [-1.424, -2.481, -0.380], [2.371, 2.047, 0.931], [1.421, -0.933, -2.998], [2.005, -0.291, -3.188]],
  "forces_ev_per_angstrom": [[3.85, -1.18, 0.63], [-1.05, 3.61, 0.66], [0.09, 0.57, -0.30], [-0.96, -1.35, -0.36], [0.17, 0.24, -2.14], [1.14, -0.12, -0.40], [-0.07, 1.19, -2.07], [-0.48, 0.07, 0.86], [-1.82, 2.04, 1.59], [1.80, 3.17, 2.38], [-1.73, 1.13, -0.62], [1.75, -0.40, 1.63], [-1.18, -0.47, 0.83], [-0.21, -0.49, -0.05], [0.91, -0.95, 0.10], [-0.54, -0.95, -0.84], [-1.19, 0.79, -0.66], [1.07, -2.94, -1.42], [0.17, -0.56, -1.88], [1.18, -1.92, 0.19], [-0.86, -0.45, -0.48], [-1.83, -0.74, 0.14], [-3.18, -3.57, 0.95], [2.95, 3.31, 1.24]],
  "lowdin_charge": [-0.006, 0.214, 0.022, 0.149, 0.025, 0.064, -0.153, 0.116, 0.063, -0.098, -0.056, 0.151, -0.067, 0.117, 0.085, 0.118, -0.061, -0.156, 0.146, 0.143, 0.059, 0.139, -0.035, 0.019]
}

Record 5
{
  "formula": "C4H16NO3",
  "method": "wB97M-V/def2-TZVPD",
  "total_charge": 1,
  "gap_ev": 12.099,
  "homo_ev": -14.7,
  "total_energy_ev": -12033.2102,
  "de_lowest_kcal_mol": 32.8,
  "species": ["H", "H", "N", "C", "C", "C", "H", "H", "H", "H", "H", "H", "H", "H", "H", "H", "H", "O", "H", "C", "O", "O", "H", "H"],
  "xyz": [[-0.260, 2.072, -1.480], [-2.081, -2.136, 1.994], [-0.609, -0.353, 0.397], [-0.168, -0.905, 1.729], [-0.193, -0.592, -2.116], [-0.994, -2.110, 2.128], [0.799, -1.337, 1.570], [0.145, -1.425, -2.729], [-0.560, -3.084, 1.918], [-0.195, -0.147, 2.499], [0.712, 0.455, -3.486], [1.279, -0.294, -0.607], [-1.468, 2.679, -0.885], [-1.510, -0.768, 0.179], [1.484, 0.900, 2.299], [-1.058, -2.166, 3.210], [0.428, -1.823, -0.500], [-0.799, 2.031, -0.660], [-0.855, 0.639, 0.404], [0.307, -0.767, -0.706], [1.940, 1.304, 1.572], [0.468, 0.605, -2.601], [-1.237, -0.367, -2.227], [2.896, 1.254, 1.630]],
  "forces_ev_per_angstrom": [[0.14, -0.55, 0.59], [0.14, 0.37, -1.01], [-0.51, -0.45, 0.25], [-0.87, -1.02, -0.40], [1.20, 1.67, -0.40], [-0.94, -0.71, 1.64], [0.86, 0.61, 0.14], [-0.34, -0.21, 0.08], [0.00, 0.10, -0.74], [0.01, 0.27, -0.15], [0.52, -0.04, -1.82], [-0.12, 0.27, 0.24], [-0.50, 0.29, 0.44], [-0.19, -0.32, 0.05], [0.61, -0.14, 0.75], [0.56, 0.28, 0.53], [0.19, -0.34, -0.10], [0.13, 0.61, -1.01], [0.83, 0.69, -0.30], [-0.04, -0.85, 0.32], [-0.40, 0.40, -1.32], [-0.46, -0.08, 1.43], [-0.76, -0.61, 0.20], [-0.06, -0.20, 0.57]],
  "lowdin_charge": [0.067, 0.094, 0.047, -0.173, -0.167, -0.069, 0.116, 0.136, 0.088, 0.125, 0.076, 0.141, 0.074, 0.165, 0.004, 0.086, 0.134, -0.036, 0.120, -0.109, -0.029, -0.071, 0.124, 0.057]
}

Record 6
{
  "formula": "C4H16NO3",
  "method": "wB97M-V/def2-TZVPD",
  "total_charge": 1,
  "gap_ev": 9.556,
  "homo_ev": -14.2,
  "total_energy_ev": -12032.2848,
  "de_lowest_kcal_mol": 54.1,
  "species": ["H", "C", "C", "H", "C", "H", "H", "H", "H", "H", "H", "H", "H", "H", "H", "H", "H", "H", "O", "N", "O", "C", "O", "H"],
  "xyz": [[-0.929, -0.961, 1.193], [-0.124, -0.363, 0.785], [1.227, -1.052, 0.933], [1.137, -2.133, 0.942], [0.731, 1.607, 2.016], [2.419, -1.269, -0.791], [2.310, 0.482, -0.406], [-1.840, -0.054, -1.601], [-3.293, -0.832, -0.559], [1.522, -0.759, 1.958], [0.574, -0.631, -3.244], [-1.167, 1.336, 1.434], [-3.284, -0.650, 0.974], [3.254, -0.624, 0.570], [0.704, 2.565, 2.537], [1.745, 1.213, 1.980], [-0.503, -0.064, -0.183], [-0.373, 0.478, -3.101], [-2.721, -0.840, 0.220], [-0.236, 0.943, 1.559], [-2.134, 0.526, -2.297], [2.324, -0.520, 0.003], [0.477, 0.177, -2.738], [-1.820, 1.426, -2.186]],
  "forces_ev_per_angstrom": [[0.19, -0.12, 0.18], [-0.20, -0.15, 0.96], [-0.22, 2.32, 0.68], [-0.10, 0.03, -0.28], [1.17, 0.45, 0.89], [0.05, 0.66, -0.28], [-0.64, 0.14, -0.02], [0.49, 0.27, 0.38], [-0.30, -0.03, 0.24], [-0.07, -0.66, -0.09], [0.52, -0.39, -0.07], [0.03, 0.24, 0.62], [-0.38, -0.12, -0.02], [0.14, 0.15, -0.19], [-0.85, -0.06, -0.38], [-0.27, -0.35, -0.18], [0.67, -0.20, -0.45], [0.25, 0.03, 0.25], [-0.30, 0.08, -0.30], [0.19, -0.53, -1.42], [-0.99, 0.11, -0.99], [0.94, -1.93, 0.18], [-0.30, 0.09, -0.22], [0.00, -0.03, 0.52]],
  "lowdin_charge": [0.104, -0.129, -0.205, 0.126, 0.167, 0.083, 0.075, -0.007, 0.067, 0.101, 0.048, 0.176, 0.069, 0.080, 0.133, 0.113, 0.090, 0.015, -0.055, 0.087, -0.036, -0.099, -0.065, 0.061]
}